Density functional theory data (wB97M-V/def2-TZVPD) for a 3-piece molecular cluster, C38H61ClIN3O5 overall at a distorted geometry.

Summary:
* E_LUMO (alpha / beta): -0.0151 / -0.0151 Eh
* energy: -2782.8269 hartree
* gap between HOMO and LUMO (alpha / beta): 8.002 / 8.815 eV
* 2S+1: 3
* max |F|: 0.0483 Eh/bohr
* E_HOMO (alpha / beta): -8.4 / -9.2 eV

Structure (XYZ):
```
109
Properties=species:S:1:pos:R:3:lowdin_spin:R:1
C -1.12 -2.06 5.06 0.000
C 2.85 -3.38 -6.36 0.015
C -1.41 -3.10 0.40 0.014
C -2.80 4.82 1.26 0.000
H 1.36 -0.97 5.06 0.000
H -1.85 0.80 1.92 0.000
O -0.51 6.38 5.78 0.000
C 5.28 -0.15 -7.85 -0.001
C -2.15 1.84 1.87 0.000
H 5.57 -0.11 -8.90 0.000
C -1.14 2.10 4.10 0.000
N 0.31 0.79 5.29 0.000
C -0.51 5.72 6.78 0.000
H -3.37 6.22 4.23 0.000
C -1.62 3.81 5.67 0.000
H 4.62 -5.06 -5.58 0.000
C -0.96 2.68 5.33 0.000
C -2.69 3.74 3.50 0.000
C -0.24 0.88 4.02 0.000
H 2.69 -2.11 -3.97 0.000
H -1.05 -0.94 6.91 0.000
O 3.93 -0.69 -5.63 0.556
C -2.26 -3.54 -1.92 0.015
H -5.13 5.96 6.12 0.000
C -2.63 6.33 1.27 0.000
C 4.91 -1.58 -7.47 0.026
C -1.19 -1.55 -3.07 0.001
H -3.09 -3.38 -2.61 0.001
H -3.20 1.87 1.55 0.000
H 3.86 -4.18 -8.09 0.000
H 1.42 -0.29 6.69 0.000
H -1.43 -3.67 -4.53 0.000
H 5.54 -4.12 -4.41 0.000
H -6.03 3.71 6.36 0.000
C 4.04 -2.95 -5.49 0.027
C -2.51 4.32 4.73 0.000
H 4.46 0.55 -7.71 -0.001
H 1.14 -3.94 0.94 -0.001
H -4.49 3.84 7.13 0.000
H -0.13 -0.64 0.92 0.000
N 0.17 -3.01 -1.56 0.354
H -2.90 6.11 5.91 0.000
H -1.15 -0.59 -0.47 0.000
C 3.15 -3.39 -7.85 0.001
H -3.58 6.86 1.27 0.000
C 1.04 -2.87 0.77 -0.001
C 0.78 -0.49 5.84 0.000
H -2.24 -1.38 -3.31 0.000
C -4.97 3.85 6.15 0.000
H -2.30 4.77 7.47 0.000
H -1.64 -2.62 1.35 0.001
H 0.62 -0.52 -0.66 0.001
H -2.05 6.57 2.17 0.000
H 2.89 -1.28 -8.19 0.003
C -3.32 5.55 5.08 0.000
H 6.96 -2.28 -7.22 0.001
H 2.24 -3.61 -8.41 0.001
H 0.11 -2.25 6.79 0.000
H 1.99 -2.49 0.38 0.000
C 3.69 -2.02 -8.28 0.014
H 6.45 -2.12 -8.90 0.000
O -0.02 0.11 3.11 0.000
H 5.91 -3.99 -6.09 0.001
H -1.80 4.40 1.27 0.000
H -0.59 -4.87 -3.58 -0.001
H 2.50 -4.37 -6.04 0.001
O 0.62 -4.22 -1.48 0.552
C -1.37 4.45 7.00 0.000
H -5.44 5.27 4.55 0.000
C 3.53 -2.80 -4.06 0.000
C -0.65 -3.81 -3.78 -0.001
H -4.20 5.15 2.85 0.000
C -0.20 -0.99 -0.11 0.002
H -1.28 -4.17 0.61 0.002
H -2.00 6.61 0.43 0.000
C 6.12 -2.42 -7.90 0.002
H -2.17 -4.62 -1.80 0.003
O 0.57 2.10 7.19 0.000
H -0.62 -1.39 -3.99 0.000
H -0.88 -0.76 -2.40 0.001
C -0.11 -2.52 -0.16 0.026
N 4.67 -1.69 -5.99 0.352
H -4.32 3.53 2.15 0.000
H -0.51 -2.20 4.17 0.000
H -1.60 -2.98 5.39 0.000
H 0.30 -3.49 -4.22 0.000
H 5.91 -3.49 -7.98 0.000
H -2.87 -1.88 -0.67 0.000
H 3.96 -2.06 -9.34 0.001
H 2.01 -2.70 -6.18 0.003
C -4.80 5.18 5.43 0.000
C -2.60 -2.94 -0.56 0.001
Cl -3.52 4.27 -0.31 0.000
C 5.08 -4.09 -5.40 0.001
H -1.61 2.38 1.10 0.000
C -3.63 4.31 2.46 0.000
C 0.06 1.87 6.12 0.000
C -0.97 -2.98 -2.53 0.027
I 0.79 6.37 8.40 0.000
H 6.13 0.20 -7.26 0.000
H -3.47 -3.44 -0.14 0.001
H -4.66 2.99 5.56 0.000
C -0.35 -1.43 6.24 0.000
C -1.99 2.57 3.17 0.000
H 3.20 -3.77 -3.68 0.000
H -1.94 -1.40 4.76 0.000
H -0.82 3.82 7.69 0.000
H 4.33 -2.44 -3.40 0.000
H 0.88 -2.41 1.75 0.000
```

***

Density functional theory data (wB97M-V/def2-TZVPD) for BrO4PbV2 as an isolated structure at a distorted geometry.

Summary:
* E_LUMO: -0.5364 Eh
* energy: -4954.5017 hartree
* gap between HOMO and LUMO: 7.362 eV
* max |F|: 0.1575 Eh/bohr
* E_HOMO: -22.0 eV
* charge: +3

Structure (XYZ):
```
8
Properties=species:S:1:pos:R:3:lowdin_charge:R:1
Pb -2.79 0.27 3.24 1.609
O 1.80 -1.33 0.81 -0.304
O 2.71 0.82 -0.25 -0.155
V 2.42 0.12 1.14 1.179
Br -0.73 0.23 1.09 0.094
O -2.32 0.36 -2.47 -0.205
V -1.21 -0.49 -1.64 0.983
O 0.12 0.01 -1.93 -0.201
```

***

Density functional theory data (wB97M-V/def2-TZVPD) for C33H30F2N6O5S3W as an isolated structure.

Summary:
* E_LUMO (alpha / beta): 0.0605 / 0.0562 Eh
* energy: -3441.7630 hartree
* gap between HOMO and LUMO (alpha / beta): 7.041 / 7.023 eV
* 2S+1: 2
* max |F|: 0.0099 Eh/bohr
* E_HOMO (alpha / beta): -5.4 / -5.5 eV
* charge: -1

Structure (XYZ):
```
80
Properties=species:S:1:pos:R:3:lowdin_spin:R:1
H 2.56 -0.97 1.38 0.000
H -1.41 1.92 -3.58 0.000
C -2.88 -1.14 -3.76 0.000
C 1.81 4.49 -3.61 0.000
H -3.26 -4.19 5.14 0.000
C 2.35 3.71 -2.60 -0.001
H -4.47 0.81 3.44 0.000
O -4.75 2.47 5.15 0.001
C -2.42 -3.15 2.16 0.003
H -1.66 -3.67 4.60 0.000
C -2.72 0.26 2.30 0.005
S -0.78 1.43 -0.77 -0.006
C 2.16 0.39 -1.25 0.038
H -4.18 -5.52 2.39 0.000
H -0.90 3.00 4.20 0.000
H -3.20 -0.52 1.72 0.001
C -2.43 0.12 -4.18 0.000
H 5.40 1.95 2.25 0.000
C -3.55 2.80 5.03 0.001
H -4.81 -4.28 0.45 0.000
F 1.54 -1.26 3.06 0.005
H 0.44 -1.29 -3.23 0.000
C 6.36 2.67 -0.91 0.000
O 1.33 2.51 2.80 0.012
C 1.24 2.52 -4.84 0.000
C -1.44 2.23 3.67 -0.002
C -2.78 1.99 3.96 0.007
N -3.06 -3.88 3.09 0.000
N 2.70 -2.73 -1.45 -0.001
C 6.45 2.52 0.46 -0.001
S -0.89 -2.48 2.40 -0.001
C -4.29 -4.44 2.58 0.000
C -3.42 0.99 3.24 -0.001
N -3.19 -3.08 1.06 0.001
C -1.81 0.96 -3.28 0.000
H 0.82 2.05 -5.72 0.000
H -3.33 -1.84 -4.45 0.000
C -2.72 -1.49 -2.45 0.002
W -0.13 -0.69 0.61 0.863
F 1.99 -2.85 1.63 -0.002
C 4.18 1.72 0.51 0.000
H 0.83 4.52 -5.52 0.000
C -0.80 1.45 2.72 0.007
C 4.09 1.85 -0.87 0.002
H -2.54 0.43 -5.21 0.000
H -2.18 -5.34 4.32 0.000
C 1.78 1.73 -3.83 0.000
C -4.51 -3.65 1.28 0.000
H 7.36 2.78 0.98 0.000
H 2.81 -2.98 -0.48 0.000
C -1.63 0.57 -1.94 0.001
O -2.89 3.69 5.58 0.001
H 3.49 -2.16 -1.74 0.000
H -3.00 -2.44 -2.04 0.001
C 0.63 1.66 2.32 0.005
C -2.51 -4.30 4.36 0.000
H -5.11 -4.30 3.29 0.000
H -2.95 -2.38 0.36 0.000
H 1.82 5.57 -3.51 0.000
S 0.11 -2.76 -0.72 0.038
C 2.33 2.32 -2.70 0.002
H 5.12 2.47 -2.65 0.000
C 1.25 3.90 -4.73 -0.001
N 1.31 -1.79 -3.05 0.001
H 2.78 4.17 -1.72 0.000
H 1.23 -2.72 -3.47 0.000
C 1.42 -0.61 -0.92 -0.012
C 2.84 1.47 -1.59 0.001
C 5.19 2.35 -1.58 -0.001
C 1.67 -1.51 1.70 -0.009
C 5.35 2.05 1.17 0.000
N -1.43 0.48 2.05 0.000
H -5.26 -2.87 1.41 0.000
H 3.31 1.39 1.07 0.000
O -2.09 -0.98 -0.29 0.012
N -2.15 -0.63 -1.58 0.009
H 1.78 0.65 -3.91 0.000
H 7.21 3.05 -1.47 0.000
O 1.02 0.83 1.37 0.017
C 1.49 -1.96 -1.62 0.001
```

***

Density functional theory data (wB97M-V/def2-TZVPD) for C20H21BrNOS3SiY as an isolated structure at a distorted geometry.

Summary:
* E_LUMO (alpha / beta): -0.0008 / -0.0008 Eh
* energy: -5001.1540 hartree
* gap between HOMO and LUMO (alpha / beta): 7.363 / 7.364 eV
* max |F|: 0.0860 Eh/bohr
* E_HOMO (alpha / beta): -7.4 / -7.4 eV

Structure (XYZ):
```
49
Properties=species:S:1:pos:R:3:lowdin_charge:R:1
C 10.76 13.72 9.53 -0.282
H 16.31 9.42 8.93 0.077
H 6.23 9.14 14.17 0.031
C 7.39 12.27 8.48 -0.121
C 10.14 9.12 14.66 -0.087
H 16.39 10.23 10.52 0.107
Y 10.77 11.42 10.34 0.796
H 6.75 8.41 15.75 0.019
H 9.87 5.88 14.59 0.056
H 12.27 11.59 13.59 0.125
Br 10.05 11.36 7.69 0.865
N 10.60 10.81 12.58 -0.140
C 10.29 15.67 10.79 -0.091
H 5.81 7.48 14.77 0.015
S 8.41 10.12 11.19 0.606
C 8.82 6.25 14.77 -0.199
C 11.50 10.78 13.62 -0.130
Si 8.11 7.60 13.64 0.582
C 7.76 6.90 11.88 -0.174
H 8.49 6.19 11.59 0.007
C 9.43 10.07 12.58 -0.730
O 14.58 9.49 9.89 -0.258
H 6.37 15.15 9.94 0.103
C 15.82 10.14 9.55 -0.088
H 12.00 9.94 15.43 0.091
H 5.50 13.23 8.76 0.100
H 8.80 6.61 15.78 0.003
H 8.34 16.45 10.93 0.130
C 13.39 10.20 9.92 -1.207
S 12.07 9.18 9.56 0.582
C 11.24 14.76 10.22 -0.158
H 10.71 16.59 11.27 0.113
C 8.78 12.50 8.50 -0.645
C 9.35 13.57 9.20 -0.295
C 6.55 13.25 8.95 -0.090
H 6.78 6.45 11.85 0.025
H 15.64 11.08 8.93 0.094
H 12.34 14.84 10.43 0.094
C 8.97 15.60 10.55 -0.087
H 7.00 11.32 8.07 0.120
C 6.60 8.23 14.69 -0.173
C 9.26 9.05 13.61 -0.262
H 8.24 5.35 14.79 0.020
S 13.34 11.90 10.17 0.618
H 7.75 7.78 11.21 -0.058
C 8.45 14.55 9.84 -0.148
H 9.96 8.55 15.60 0.114
C 7.01 14.34 9.66 0.004
C 11.35 9.85 14.60 -0.072
```

***

Density functional theory data (wB97M-V/def2-TZVPD) for a 2-piece molecular cluster, C13H17BBrN3O12 overall at a distorted geometry.

Summary:
* E_LUMO: -0.0924 Eh
* energy: -4171.7672 hartree
* gap between HOMO and LUMO: 6.326 eV
* max |F|: 0.0429 Eh/bohr
* E_HOMO: -8.8 eV

Structure (XYZ):
```
47
Properties=species:S:1:pos:R:3:lowdin_charge:R:1
C -3.91 4.49 -4.58 -0.390
H 2.55 -0.75 3.30 0.109
O 2.02 -5.02 -0.73 0.145
H 1.24 -3.66 1.29 0.126
C 1.19 0.79 3.71 -0.468
O -2.74 0.99 -0.48 0.068
C 2.73 -1.47 0.66 -0.313
C -0.60 -1.64 -0.92 -0.716
O -1.38 3.46 0.23 0.120
H -0.23 -2.57 -1.33 0.067
N 1.80 -1.67 -0.33 0.079
C 0.46 -1.09 0.02 -0.232
C 2.90 -4.57 0.18 -0.490
O -4.81 4.38 -2.45 0.231
C -2.88 2.04 -1.04 -0.424
O -3.03 3.81 -3.87 0.226
H 0.51 -0.03 -0.17 0.085
N 2.96 -2.46 1.46 0.181
H 2.51 -4.30 2.25 0.147
H 3.28 0.77 3.77 0.126
H -0.38 1.15 2.65 0.134
H 1.78 1.05 1.27 0.109
H 0.23 -1.28 1.06 0.109
O -2.55 4.27 -1.52 0.243
C -2.17 3.34 -0.67 -0.404
B -3.51 3.69 -2.49 -0.863
C 2.72 0.73 1.70 -0.135
O -6.05 5.48 -3.97 0.161
H 3.64 -2.35 2.19 0.176
C 2.52 0.32 3.16 -0.069
H -2.23 -2.93 -0.39 0.075
H 2.13 -1.31 -1.22 0.148
H 3.36 1.60 1.71 0.132
C 2.31 -3.76 1.34 -0.034
H 1.13 -4.86 -0.43 0.108
O 4.08 -4.78 0.10 0.143
C -1.95 -1.89 -0.24 -0.108
H -1.89 -1.73 0.82 0.076
N 3.43 -0.29 0.89 0.089
H -2.71 -1.28 -0.68 0.047
C -5.08 4.87 -3.66 -0.389
O 0.11 0.38 2.95 0.072
O -3.82 4.76 -5.74 0.158
O -3.65 2.26 -2.08 0.241
O 1.07 1.42 4.75 0.141
H 3.61 0.10 -0.03 0.144
Br -0.74 -0.44 -2.43 0.821
```

***

Density functional theory data (wB97M-V/def2-TZVPD) for a 2-piece molecular cluster, C11H15N overall at a distorted geometry.

Summary:
* E_LUMO (alpha / beta): 0.1435 / 0.1371 Eh
* energy: -482.7910 hartree
* gap between HOMO and LUMO (alpha / beta): 2.992 / 6.653 eV
* 2S+1: 2
* max |F|: 0.1310 Eh/bohr
* E_HOMO (alpha / beta): 0.9 / -2.9 eV
* charge: -1

Structure (XYZ):
```
27
Properties=species:S:1:pos:R:3:lowdin_spin:R:1
C -0.42 -1.05 0.54 0.003
H -0.59 2.65 -2.49 0.001
H -2.50 -1.45 0.79 0.021
H 3.00 0.64 -1.14 0.003
C 0.26 1.30 1.32 0.217
C -1.07 1.53 1.61 0.054
H 2.14 -2.52 -0.71 0.030
C 1.72 -0.48 0.12 0.039
H -2.41 0.79 -3.14 0.001
H -2.96 0.46 1.96 0.008
H -1.46 1.88 -1.13 0.002
C -1.31 0.61 -2.81 0.015
C -1.94 0.38 1.56 0.121
C -1.70 -0.80 0.95 0.156
C -0.78 1.69 -1.85 0.004
N 0.18 -2.17 0.03 0.035
H 3.50 0.73 0.67 0.000
H -1.35 -0.37 -2.26 0.004
C 1.45 -1.77 -0.26 0.179
C 0.56 0.04 0.74 0.070
H -1.07 0.61 -3.93 0.002
C 3.08 0.11 -0.19 0.001
H -0.32 -2.65 -0.78 0.006
H -1.55 2.38 2.08 0.002
H 3.84 -0.71 -0.30 0.002
H 1.14 1.95 1.39 0.024
H 0.25 1.41 -1.64 0.001
```

***

Look up the energy of the sixth one. -482.7910 hartree

***

Please write out number 5 again, unchanged.
Density functional theory data (wB97M-V/def2-TZVPD) for a 2-piece molecular cluster, C13H17BBrN3O12 overall at a distorted geometry.

Summary:
* E_LUMO: -0.0924 Eh
* energy: -4171.7672 hartree
* gap between HOMO and LUMO: 6.326 eV
* max |F|: 0.0429 Eh/bohr
* E_HOMO: -8.8 eV

Structure (XYZ):
```
47
Properties=species:S:1:pos:R:3:lowdin_charge:R:1
C -3.91 4.49 -4.58 -0.390
H 2.55 -0.75 3.30 0.109
O 2.02 -5.02 -0.73 0.145
H 1.24 -3.66 1.29 0.126
C 1.19 0.79 3.71 -0.468
O -2.74 0.99 -0.48 0.068
C 2.73 -1.47 0.66 -0.313
C -0.60 -1.64 -0.92 -0.716
O -1.38 3.46 0.23 0.120
H -0.23 -2.57 -1.33 0.067
N 1.80 -1.67 -0.33 0.079
C 0.46 -1.09 0.02 -0.232
C 2.90 -4.57 0.18 -0.490
O -4.81 4.38 -2.45 0.231
C -2.88 2.04 -1.04 -0.424
O -3.03 3.81 -3.87 0.226
H 0.51 -0.03 -0.17 0.085
N 2.96 -2.46 1.46 0.181
H 2.51 -4.30 2.25 0.147
H 3.28 0.77 3.77 0.126
H -0.38 1.15 2.65 0.134
H 1.78 1.05 1.27 0.109
H 0.23 -1.28 1.06 0.109
O -2.55 4.27 -1.52 0.243
C -2.17 3.34 -0.67 -0.404
B -3.51 3.69 -2.49 -0.863
C 2.72 0.73 1.70 -0.135
O -6.05 5.48 -3.97 0.161
H 3.64 -2.35 2.19 0.176
C 2.52 0.32 3.16 -0.069
H -2.23 -2.93 -0.39 0.075
H 2.13 -1.31 -1.22 0.148
H 3.36 1.60 1.71 0.132
C 2.31 -3.76 1.34 -0.034
H 1.13 -4.86 -0.43 0.108
O 4.08 -4.78 0.10 0.143
C -1.95 -1.89 -0.24 -0.108
H -1.89 -1.73 0.82 0.076
N 3.43 -0.29 0.89 0.089
H -2.71 -1.28 -0.68 0.047
C -5.08 4.87 -3.66 -0.389
O 0.11 0.38 2.95 0.072
O -3.82 4.76 -5.74 0.158
O -3.65 2.26 -2.08 0.241
O 1.07 1.42 4.75 0.141
H 3.61 0.10 -0.03 0.144
Br -0.74 -0.44 -2.43 0.821
```